P:
13
Properties=species:S:1:pos:R:3:mulliken_charge:R:1 method="wB97M-V/def2-TZVPD" homo_ev="-14.2 / -14.2" charge=+1
C -0.41 1.00 -1.07 -0.04
C -0.83 2.31 -1.03 -0.03
C -0.10 -0.21 -0.65 0.32
C 0.64 -2.11 0.80 -0.85
N -0.80 2.99 0.08 -0.42
N 0.44 -0.75 0.47 -0.17
H -1.02 2.85 -1.87 0.42
H -0.41 2.54 0.98 0.25
H -0.58 -0.99 -1.34 0.29
H -0.17 -2.87 0.72 0.31
H 1.31 -2.43 0.05 0.40
H 1.06 -2.17 1.77 0.30
H 0.88 -0.14 1.10 0.22

Q:
13
Properties=species:S:1:pos:R:3:mulliken_charge:R:1 method="wB97M-V/def2-TZVPD" homo_ev="-14.0 / -13.2" charge=+1
C 0.55 0.29 -1.22 0.38
C 0.95 1.12 -0.08 -0.39
C -0.46 -0.97 0.55 -0.48
C -0.51 -0.70 -0.97 -0.01
N 0.59 -0.75 -1.95 -0.38
N 0.40 0.26 1.06 -0.15
H 2.12 1.32 -0.02 0.31
H 0.38 2.03 -0.18 0.27
H -1.51 -1.03 0.98 0.35
H 0.06 -1.84 0.65 0.32
H -3.27 -0.21 -2.05 0.04
H 1.19 -0.01 1.57 0.32
H -0.49 0.50 1.66 0.42

So which one wins? Going from most stable to least: P, Q.

P:
13
Properties=species:S:1:pos:R:3:mulliken_charge:R:1 method="wB97M-V/def2-TZVPD" homo_ev=-12.3 charge=+1
C -0.30 0.29 1.24 -0.49
C -0.36 -1.07 0.62 -0.27
C 1.01 -0.32 -1.28 -0.24
C -0.33 2.43 0.00 -0.15
N -0.43 1.37 0.56 -0.21
N 0.16 -1.08 -0.78 -0.04
H -0.24 0.45 2.21 0.54
H 0.35 -1.81 1.25 0.30
H -1.42 -1.38 0.59 0.31
H 1.30 -0.60 -2.30 0.31
H 1.28 0.54 -0.64 0.33
H -1.05 3.17 -0.23 0.30
H 0.03 -1.98 -1.25 0.30

Q:
13
Properties=species:S:1:pos:R:3:mulliken_charge:R:1 method="wB97M-V/def2-TZVPD" homo_ev=-13.6 charge=+1
C 2.00 -0.06 0.05 -0.06
C -1.40 0.19 0.07 0.40
C 0.79 -0.84 -0.59 -0.22
C -0.41 -0.66 0.25 -0.52
N 1.96 0.96 0.76 -0.49
N -2.46 0.79 -0.15 -0.21
H 3.06 -0.53 0.11 0.34
H 0.83 -0.40 -1.67 0.30
H 0.91 -1.95 -0.46 0.27
H 1.10 1.47 0.86 0.23
H -0.46 -1.21 1.19 0.35
H -2.70 1.66 0.33 0.32
H -3.23 0.57 -0.76 0.29

R:
13
Properties=species:S:1:pos:R:3:mulliken_charge:R:1 method="wB97M-V/def2-TZVPD" homo_ev=-14.9 charge=+1 smiles="C=CCC[N+]#N"
C -0.73 -0.47 -0.58 -0.26
C 1.16 -1.25 0.77 -0.72
C -0.85 1.12 -0.44 -0.42
C 0.74 -0.66 -0.36 -0.21
N 0.46 1.37 1.50 -0.13
N -0.21 1.56 0.64 0.57
H -1.30 -0.93 0.27 0.32
H -1.01 -0.48 -1.65 0.28
H 0.54 -1.75 1.56 0.25
H 2.20 -1.44 1.05 0.28
H -0.49 1.75 -1.39 0.36
H -2.02 1.52 -0.36 0.31
H 1.50 -0.33 -0.99 0.38

S:
13
Properties=species:S:1:pos:R:3:mulliken_charge:R:1 method="wB97M-V/def2-TZVPD" homo_ev=-14.3 charge=+1 smiles="C=NC[N+]#CC"
C -1.24 0.28 -0.15 0.45
C 1.14 0.94 -0.46 -0.35
C -2.60 -0.01 0.01 -0.94
C 2.70 -0.39 0.57 -0.22
N 2.19 -0.13 -0.50 -0.37
N -0.15 0.62 -0.35 0.20
H 1.21 1.18 -1.54 0.27
H 1.40 1.89 0.11 0.47
H -3.09 0.20 -1.03 0.30
H -3.00 0.87 0.63 0.31
H 3.58 -1.02 0.57 0.29
H -2.94 -0.91 0.46 0.35
H 2.67 0.26 1.50 0.24

So which one wins? Going from most stable to least: S, Q, R, P.

P:
14
Properties=species:S:1:pos:R:3:mulliken_charge:R:1 method="wB97M-V/def2-TZVPD" homo_ev=-14.5 charge=+1
C -1.76 -0.07 2.34 -0.23
N -1.76 -0.10 1.07 -0.45
H -0.92 0.50 2.75 0.23
H -2.33 -0.63 3.08 0.26
H -2.66 -0.53 0.69 0.21
H 0.35 -0.18 0.27 0.31
C 1.99 -0.52 -1.23 -0.81
C -0.05 0.90 -1.30 -0.16
N 0.72 0.07 -0.70 -0.03
H 1.85 -0.75 -2.29 0.34
H 2.16 -1.48 -0.69 0.33
H 2.71 0.32 -1.09 0.34
H -0.88 1.28 -0.73 0.35
H 0.60 1.19 -2.16 0.31

Q:
14
Properties=species:S:1:pos:R:3:mulliken_charge:R:1 method="wB97M-V/def2-TZVPD" homo_ev=-15.3 charge=+1
C -1.93 0.63 -0.53 -0.95
C -1.47 -0.55 0.38 0.12
C 2.64 -0.27 0.14 -0.23
N 1.71 0.17 -0.59 -0.37
N -0.29 -0.96 0.38 -0.36
H -1.08 1.28 -0.51 0.27
H -2.90 1.08 -0.18 0.32
H -2.25 -1.05 1.03 0.38
H 3.50 0.20 0.33 0.35
H 2.18 -1.23 0.56 0.17
H 1.79 1.06 -1.18 0.24
H -2.00 0.31 -1.58 0.30
H 0.62 -0.46 -0.28 0.50
H -0.05 -1.88 0.76 0.24

R:
14
Properties=species:S:1:pos:R:3:mulliken_charge:R:1 method="wB97M-V/def2-TZVPD" homo_ev=-13.8 charge=+1
C 0.08 0.73 -1.05 -0.47
N -1.18 1.40 -0.81 -0.53
H 0.95 1.11 -0.60 0.47
H -0.02 0.24 -2.04 0.35
H -1.91 1.03 -1.45 0.28
H -1.21 2.40 -1.12 0.29
C 0.31 -1.32 -0.32 -0.58
C -0.06 -0.50 0.81 0.15
N 0.88 -0.31 1.89 -0.44
H -0.42 -2.06 -0.74 0.32
H 1.41 -1.59 -0.56 0.33
H -1.11 -0.36 1.18 0.32
H 0.61 0.25 2.69 0.26
H 1.66 -1.01 2.14 0.26

So which one wins? Going from most stable to least: Q, P, R.

P:
14
Properties=species:S:1:pos:R:3:mulliken_charge:R:1 method="wB97M-V/def2-TZVPD" homo_ev=-15.8 charge=+1 smiles="CC/[NH+]=C/N"
C 0.79 -1.98 -1.00 -1.32
C -0.12 -1.37 0.07 -0.16
N -0.38 2.30 0.40 -0.41
C -0.65 1.00 0.29 0.14
N 0.26 0.05 0.34 -0.18
H 1.87 -1.90 -0.83 0.38
H 0.64 -1.52 -1.98 0.39
H 0.59 -3.04 -1.12 0.35
H -0.01 -1.88 1.01 0.28
H -1.11 -1.41 -0.39 0.29
H 0.16 2.56 1.22 0.29
H -1.18 2.91 0.28 0.31
H -1.70 0.69 0.30 0.32
H 1.08 0.37 -0.18 0.31

Q:
14
Properties=species:S:1:pos:R:3:mulliken_charge:R:1 method="wB97M-V/def2-TZVPD" homo_ev=-15.6 charge=+1
C -0.80 0.19 2.01 -0.99
C -1.69 -0.34 -0.01 -0.27
N -0.67 0.20 0.56 -0.21
H -1.00 -0.84 2.36 0.37
H -1.63 0.85 2.33 0.34
H 0.12 0.53 2.47 0.33
H -1.88 -0.19 -1.11 0.26
H -2.58 -0.61 0.61 0.32
C 1.71 -0.49 -1.79 -0.13
N 1.46 0.42 -0.91 -0.25
H 1.06 -1.33 -1.83 0.25
H 2.52 -0.42 -2.53 0.27
H 1.95 1.28 -1.09 0.24
H 0.55 0.30 -0.05 0.47

R:
14
Properties=species:S:1:pos:R:3:mulliken_charge:R:1 method="wB97M-V/def2-TZVPD" homo_ev=-13.4 charge=+1
C 0.05 -0.30 -1.46 -1.05
C 0.31 -0.29 0.03 0.17
C -0.93 0.03 0.88 -0.18
N -2.04 -0.02 0.24 -0.50
N 1.52 0.15 0.61 -0.37
H -1.01 -0.54 -1.50 0.40
H 0.17 0.76 -1.77 0.28
H 0.69 -0.95 -2.04 0.35
H -0.80 -0.04 1.97 0.43
H -2.69 0.68 0.59 0.26
H -0.38 -1.17 0.44 0.16
H 1.88 -0.32 1.44 0.29
H 2.30 0.28 -0.04 0.36
H 0.94 1.72 0.62 0.39

So which one wins? Going from most stable to least: P, Q, R.

P:
14
Properties=species:S:1:pos:R:3:mulliken_charge:R:1 method="wB97M-V/def2-TZVPD" homo_ev=-12.9 charge=+1
C -0.86 1.27 -0.04 -1.13
C 0.13 0.19 0.16 0.36
C 0.00 -1.13 0.00 -0.28
N -1.09 -1.82 -0.44 -0.42
N 1.56 0.63 0.34 -0.32
H -1.84 0.84 -0.24 0.28
H -0.96 1.83 0.91 0.34
H -0.56 2.02 -0.77 0.35
H 0.84 -1.80 0.21 0.31
H -2.05 -1.60 -0.27 0.20
H -0.94 -2.61 -1.04 0.21
H 1.76 1.56 -0.02 0.37
H 1.80 0.63 1.34 0.37
H 2.21 0.00 -0.13 0.36

Q:
14
Properties=species:S:1:pos:R:3:mulliken_charge:R:1 method="wB97M-V/def2-TZVPD" homo_ev=-12.6 charge=+1
C 0.42 -0.65 0.96 -0.56
C -0.69 -1.46 0.56 -0.61
C 0.20 0.22 -0.30 0.06
N 0.95 0.25 -1.44 -0.47
N -0.62 1.43 -0.05 -0.25
H 0.19 -0.04 1.84 0.26
H 1.26 -1.26 0.96 0.35
H -0.45 -2.33 0.08 0.33
H -1.67 -1.34 0.87 0.29
H 0.72 -0.02 -2.37 0.24
H 1.91 -0.05 -1.25 0.25
H -0.03 2.27 0.06 0.36
H -0.92 1.22 0.90 0.38
H -1.26 1.75 -0.82 0.36

R:
14
Properties=species:S:1:pos:R:3:mulliken_charge:R:1 method="wB97M-V/def2-TZVPD" homo_ev=-14.1 charge=+1 smiles="C/C([NH3+])=C/N"
C -1.23 -1.29 -0.87 -1.24
C -0.29 -0.36 -0.16 0.04
C -0.42 0.51 0.83 0.10
N 0.46 1.58 1.07 -0.60
N 1.14 -0.41 -0.72 -0.27
H -2.18 -1.35 -0.33 0.35
H -0.89 -2.34 -0.84 0.38
H -1.32 -0.94 -1.89 0.36
H -1.06 0.28 1.69 0.34
H 0.50 2.58 1.05 0.22
H 1.18 1.31 1.73 0.24
H 1.68 -1.05 -0.14 0.33
H 1.38 0.59 -0.71 0.38
H 1.16 -0.77 -1.67 0.37

So which one wins? Going from most stable to least: P, R, Q.

P:
23
Properties=species:S:1:pos:R:3:mulliken_charge:R:1 method="wB97M-V/def2-TZVPD" homo_ev=-12.4 charge=+1
C -1.61 1.70 -0.03 -0.66
C 0.34 -0.33 -0.09 -0.24
C -2.03 0.38 -0.01 0.76
C -1.05 -0.64 0.01 0.47
C 0.60 0.97 0.07 0.22
C 2.77 -1.10 0.11 -0.40
C 1.35 -1.49 -0.25 -0.55
C 2.66 1.30 0.00 -0.48
N 3.22 0.06 0.19 -0.45
N -0.28 1.97 0.05 -0.03
N -3.40 0.16 0.11 -0.57
N -1.41 -1.94 0.18 -0.31
H -2.37 2.58 -0.04 0.19
H 3.58 -1.76 0.21 0.49
H 1.23 -2.24 0.49 0.43
H 1.46 -1.79 -1.22 0.32
H 2.69 1.77 -0.94 0.39
H 2.89 1.99 0.69 0.43
H 0.19 2.83 0.25 0.25
H -3.96 0.98 -0.12 0.25
H -3.73 -0.73 -0.27 0.21
H -0.78 -2.60 0.51 0.16
H -2.37 -2.07 0.10 0.10

Q:
23
Properties=species:S:1:pos:R:3:mulliken_charge:R:1 method="wB97M-V/def2-TZVPD" homo_ev="-12.0 / -12.7" charge=+1 smiles="C[N+](=N/c1ccccc1)/N=C/N"
C 3.89 0.84 0.14 -0.28
C 2.73 1.45 0.43 -0.30
C 3.88 -0.50 -0.22 -0.46
C 1.48 0.87 0.30 -0.17
C 2.73 -1.22 -0.22 -0.36
C 1.48 -0.48 -0.12 0.63
C -2.76 0.65 -0.11 0.04
C -1.87 -2.10 0.36 -0.80
N 0.43 -1.34 -0.09 -0.44
N -1.54 0.25 -0.19 -0.54
N -3.01 1.95 -0.40 -0.30
N -1.12 -0.93 0.02 0.62
H 4.82 1.48 0.20 0.33
H 2.82 2.51 0.64 0.34
H 4.83 -0.97 -0.38 0.38
H 0.38 1.29 0.27 0.17
H 2.42 -2.25 -0.64 0.31
H -3.52 -0.08 -0.03 0.30
H -1.86 -2.18 1.43 0.31
H -1.26 -2.94 -0.07 0.30
H -2.74 -1.86 -0.18 0.38
H -3.99 2.24 -0.07 0.29
H -2.36 2.65 -0.62 0.25

R:
23
Properties=species:S:1:pos:R:3:mulliken_charge:R:1 method="wB97M-V/def2-TZVPD" homo_ev=-12.3 charge=+1
C 0.25 1.12 2.79 -0.54
C -1.06 0.85 2.63 -0.03
C 1.04 1.47 1.65 0.00
C -1.67 0.24 1.61 -0.29
C 0.09 0.69 -0.31 0.61
C -2.61 0.06 0.82 0.42
C 1.94 -1.46 -0.85 -0.85
C 0.81 -0.65 -2.94 -0.72
N 0.58 1.50 0.42 -0.37
N -0.14 -0.43 -0.74 -0.37
N -3.45 -0.73 0.21 -0.34
N 0.72 -1.26 -1.59 -0.05
H 0.76 1.21 3.78 0.38
H -1.74 1.11 3.48 0.36
H 2.03 1.96 1.85 0.37
H 1.49 -1.66 0.28 0.23
H 2.45 -2.38 -1.27 0.33
H 2.51 -0.58 -0.86 0.39
H 0.63 0.37 -2.78 0.29
H 1.81 -0.87 -3.36 0.35
H 0.01 -1.09 -3.60 0.23
H -3.16 -1.07 -0.78 0.31
H -4.33 -0.86 0.67 0.27

So which one wins? Going from most stable to least: P, Q, R.

P:
62
Properties=species:S:1:pos:R:3:mulliken_charge:R:1 method="wB97M-V/def2-TZVPD" homo_ev=-8.1 smiles="CN(C(=O)c1ccc(OC2CCN(CCc3ccccc3)CC2)cc1)[C@H]1CCOC1"
C 0.92 -1.42 2.81 -1.31
N -0.32 -2.17 2.92 0.22
C -1.50 -1.79 2.37 0.39
O -2.49 -2.51 2.41 -0.71
C -1.55 -0.47 1.68 -0.02
C -1.16 0.72 2.29 -0.09
C -1.26 1.92 1.61 -0.52
C -1.75 1.95 0.30 0.06
C -2.20 0.77 -0.28 -0.09
C -2.10 -0.42 0.40 -0.89
H -2.46 -1.33 -0.04 0.48
H -2.66 0.79 -1.26 0.63
O -1.86 3.19 -0.29 -0.52
C -1.13 3.48 -1.47 -0.40
C -1.70 2.91 -2.77 0.32
C -0.92 3.54 -3.94 -1.40
N 0.50 3.31 -3.88 0.30
C 1.09 3.64 -2.60 -1.49
C 0.34 3.07 -1.38 0.59
H 0.42 1.99 -1.35 -0.52
H 0.79 3.47 -0.47 0.64
H 2.12 3.30 -2.59 0.52
H 1.09 4.73 -2.52 0.47
C 1.06 2.26 -4.68 -1.09
H 0.75 2.46 -5.71 0.42
C 0.71 0.79 -4.37 -0.99
C 1.28 0.23 -3.10 0.43
C 2.63 0.34 -2.81 0.04
C 3.15 -0.19 -1.65 -1.09
C 2.33 -0.87 -0.76 -0.46
C 0.99 -1.00 -1.05 -0.30
C 0.47 -0.45 -2.20 -0.46
H -0.59 -0.57 -2.42 0.29
H 0.34 -1.54 -0.37 0.61
H 2.75 -1.29 0.14 0.42
H 4.21 -0.09 -1.44 0.42
H 3.29 0.84 -3.51 0.43
H -0.38 0.67 -4.37 0.29
H 1.10 0.19 -5.21 0.51
H 2.15 2.38 -4.65 0.49
H -1.30 3.15 -4.89 0.50
H -1.09 4.62 -3.92 0.42
H -1.58 1.83 -2.79 -0.41
H -2.76 3.16 -2.85 0.44
H -1.20 4.58 -1.52 0.30
H -0.96 2.84 2.07 0.49
H -0.80 0.72 3.31 0.48
C -0.26 -3.47 3.56 -0.13
H -1.30 -3.77 3.72 0.66
C 0.52 -4.51 2.73 -0.65
H -0.10 -5.37 2.49 0.34
H 0.86 -4.07 1.79 0.15
C 1.70 -4.90 3.63 -0.49
H 2.65 -4.99 3.09 0.35
O 1.84 -3.86 4.57 -0.41
C 0.53 -3.45 4.89 -0.78
H 0.58 -2.46 5.35 0.36
H 0.07 -4.16 5.59 0.31
H 1.49 -5.84 4.15 0.31
H 0.92 -0.82 1.91 0.52
H 1.75 -2.12 2.79 0.42
H 1.06 -0.76 3.67 0.18

Q:
62
Properties=species:S:1:pos:R:3:mulliken_charge:R:1 method="wB97M-V/def2-TZVPD" homo_ev=-7.8 smiles="O=C1[C@]2(c3ccccc3)CN(CCCO)C[C@@]1(c1ccccc1)CN(CCCO)C2"
O 1.41 1.44 -2.25 -0.58
C 0.90 0.76 -1.40 -1.54
C -0.44 0.06 -1.54 4.75
C -0.88 0.05 -2.99 -1.09
C -2.13 0.48 -3.41 -0.37
C -2.48 0.43 -4.75 -0.99
C -1.59 -0.05 -5.70 -0.42
C -0.34 -0.48 -5.29 -1.13
C 0.01 -0.44 -3.95 -0.07
H 0.99 -0.77 -3.65 0.32
H 0.37 -0.86 -6.01 0.38
H -1.87 -0.09 -6.74 0.40
H -3.46 0.78 -5.06 0.42
H -2.84 0.87 -2.71 0.37
C -0.34 -1.40 -1.05 -1.93
N 0.18 -1.49 0.29 1.22
C 1.48 -0.88 0.39 -1.87
H 1.84 -0.95 1.42 0.58
C 1.44 0.61 0.02 4.95
C 2.84 1.17 0.13 -1.19
C 3.23 2.07 1.11 -0.33
C 4.54 2.54 1.17 -0.99
C 5.48 2.11 0.25 -0.40
C 5.10 1.21 -0.74 -1.13
C 3.80 0.75 -0.79 -0.07
H 3.52 0.06 -1.58 0.33
H 5.82 0.87 -1.46 0.39
H 6.49 2.47 0.30 0.40
H 4.82 3.23 1.94 0.41
H 2.53 2.43 1.84 0.39
C 0.42 1.37 0.90 -2.49
N -0.91 0.82 0.74 1.27
C -1.37 0.86 -0.62 -2.73
H -2.37 0.41 -0.65 0.92
H -1.44 1.90 -1.01 0.19
C -1.86 1.40 1.67 -0.83
C -3.16 0.58 1.75 -0.72
H -2.91 -0.46 1.57 0.43
H -3.88 0.91 1.00 0.40
C -3.81 0.70 3.13 -0.91
O -3.00 0.17 4.15 -0.55
H -2.72 -0.71 3.87 0.33
H -4.78 0.19 3.11 0.37
H -3.98 1.75 3.39 0.40
H -1.40 1.39 2.66 0.51
H -2.10 2.45 1.42 0.39
H 0.70 1.26 1.95 0.61
H 0.46 2.44 0.63 0.33
H 2.22 -1.39 -0.25 0.17
C 0.11 -2.84 0.82 -0.70
C 0.33 -2.89 2.33 -1.08
C -0.59 -1.92 3.07 0.40
O -1.94 -2.34 3.11 -0.58
H -1.99 -3.21 3.52 0.31
H -0.59 -0.97 2.53 -0.39
H -0.22 -1.77 4.10 0.39
H 1.36 -2.66 2.58 0.37
H 0.14 -3.92 2.67 0.50
H -0.90 -3.21 0.60 0.45
H 0.83 -3.51 0.32 0.24
H -1.34 -1.83 -1.07 0.57
H 0.29 -1.97 -1.76 0.27

So which one wins? Going from most stable to least: P, Q.

P:
9
Properties=species:S:1:pos:R:3:mulliken_charge:R:1 method="wB97M-V/def2-TZVPD" homo_ev=-9.6
C -1.30 0.54 -0.01 -0.48
C 2.13 -0.75 0.42 0.03
O 2.24 -2.00 0.28 -0.20
Cl -1.96 -1.09 -0.39 -0.20
Cl 3.31 0.32 -0.40 -0.17
H -2.03 1.02 0.52 0.29
H -1.04 1.04 -0.96 0.23
H -0.42 0.46 0.52 0.20
H 2.93 -2.30 -0.35 0.32

Q:
9
Properties=species:S:1:pos:R:3:mulliken_charge:R:1 method="wB97M-V/def2-TZVPD" homo_ev=-10.5 smiles=OCC(Cl)Cl
C -0.83 0.89 -0.57 -0.67
C -0.46 -0.04 0.50 -0.04
H -0.81 0.18 -2.19 0.35
H 0.37 1.02 -0.77 0.47
H -1.54 1.62 -0.09 0.27
H -1.07 -0.80 0.80 0.41
O -1.48 0.29 -1.56 -0.46
Cl 0.74 0.57 1.62 -0.10
Cl 0.59 -1.13 -0.72 -0.24

So which one wins? Going from most stable to least: Q, P.

P:
15
Properties=species:S:1:pos:R:3:mulliken_charge:R:1 method="wB97M-V/def2-TZVPD" homo_ev="-14.6 / -14.6" charge=+1
C -2.23 0.02 0.29 -0.28
C -1.82 -1.20 0.03 -0.24
C -1.36 1.11 -0.04 -0.37
C -0.11 0.76 -0.55 -0.13
C 0.87 -0.32 0.23 0.56
C 2.33 -0.19 0.02 -1.33
N 0.05 -0.63 -0.82 -0.47
H -3.20 0.23 0.73 0.43
H -2.01 -2.24 0.00 0.42
H -1.70 2.13 0.00 0.45
H 0.49 1.49 -1.07 0.45
H 0.57 -0.55 1.25 0.42
H 2.74 -1.21 0.09 0.34
H 2.80 0.41 0.80 0.36
H 2.59 0.18 -0.97 0.36

Q:
15
Properties=species:S:1:pos:R:3:mulliken_charge:R:1 method="wB97M-V/def2-TZVPD" homo_ev=-12.8 charge=+1
C -1.34 0.29 -1.41 -0.60
C -1.89 -0.10 -0.21 -0.32
C 1.25 0.01 -0.66 -0.46
C 0.06 -0.39 1.38 -0.48
C -0.14 0.80 -0.66 -0.05
C 1.36 -0.51 0.69 -0.16
N -0.92 0.31 0.57 -0.08
H -1.60 0.37 -2.44 0.42
H -2.73 -0.60 0.24 0.43
H 1.15 -0.93 -1.04 0.31
H 2.13 0.52 -1.07 0.46
H -0.25 -1.32 1.98 0.40
H 0.39 0.31 2.15 0.33
H 0.20 1.82 -0.74 0.39
H 2.33 -0.58 1.21 0.41

So which one wins? Going from most stable to least: P, Q.

P:
19
Properties=species:S:1:pos:R:3:mulliken_charge:R:1 method="wB97M-V/def2-TZVPD" homo_ev=-13.2 charge=+1
N 1.28 0.01 -0.92 -0.39
C -0.11 0.34 -0.28 -0.02
C -0.47 -0.53 0.86 -0.69
S -0.49 0.20 2.55 -0.17
C -1.03 0.23 -1.57 0.59
N -2.46 0.09 -1.60 -0.36
O -0.51 0.09 -2.61 -0.53
H 1.20 -1.01 -1.27 0.40
H 1.25 0.51 -1.81 0.37
H 2.07 0.19 -0.22 0.31
H -0.16 1.55 0.01 0.36
H -1.63 -0.91 0.74 0.29
H 0.06 -1.54 0.59 0.33
H -1.66 0.85 2.60 0.17
H -2.87 -0.28 -2.37 0.19
H -3.04 0.33 -0.95 0.16
H 3.42 -1.44 0.82 0.38
H 3.66 0.10 1.33 0.36
O 3.45 -0.40 0.52 -0.74

Q:
19
Properties=species:S:1:pos:R:3:mulliken_charge:R:1 method="wB97M-V/def2-TZVPD" homo_ev=-13.4 charge=+1
N 0.55 -0.12 1.20 -0.25
C 0.07 -0.43 -0.21 -0.13
C -1.02 -1.48 -0.22 -0.99
S -2.69 -0.75 -0.08 -0.15
C 1.33 -0.82 -0.97 0.42
N 1.27 -0.73 -2.31 -0.34
O 2.31 -1.14 -0.33 -0.63
H 1.47 -0.58 1.28 0.37
H 0.51 0.89 1.33 0.30
H -0.13 -0.53 1.84 0.34
H -0.36 0.50 -0.57 0.46
H -0.94 -2.14 -1.08 0.38
H -0.93 -2.20 0.60 0.51
H -3.09 -1.44 0.99 0.17
H 2.02 -1.19 -2.82 0.29
H 0.43 -0.49 -2.81 0.23
H -0.99 4.15 1.69 0.33
H 0.36 4.65 1.21 0.33
O -0.18 3.86 1.25 -0.64

So which one wins? Going from most stable to least: Q, P.